DFT (wB97M-V/def2-TZVPD) results for C50H57BiN4OP4Se2 as an isolated structure at a distorted geometry.

Values from the calculation:
Max |F| ... 10.624 eV Å⁻¹
E_HOMO (spin up / spin down) ... -1.97 / -2.00 eV
Lowest unoccupied orbital energy (spin up / spin down) ... 0.136 / 0.130 hartree
E_tot ... -234459.2650 eV
Kohn-Sham gap (spin up / spin down) ... 0.2078 / 0.2033 hartree
Relative energy (zero: lowest compared OMol25 entry of this formula, charge and spin) ... 0.0 kJ/mol

Geometry as ORCA input:
```
! wB97M-V def2-TZVPD RIJCOSX def2/J DEFGRID3
* xyz -2 1
Bi 0.8843 1.8634 -1.9525
C 6.5714 2.1886 1.1321
C 5.8971 3.0802 0.1644
C 5.5294 2.1374 -1.0997
P 4.5240 4.2470 0.6525
C 5.3533 5.5682 1.5506
C 6.9009 6.0633 1.2461
C 5.3280 5.3258 3.0265
C 3.3809 3.4128 2.1846
C 3.7077 2.6451 3.3096
C 2.9158 1.6023 3.8316
C 1.8086 1.2368 3.0319
C 1.3522 2.0648 1.9793
C 2.1583 3.2084 1.4759
N 2.0299 3.8263 0.2791
C 1.9839 5.2367 0.2448
C 2.0371 6.2124 1.2463
C 1.2672 7.4267 0.9609
C 0.6290 7.6148 -0.2359
C 0.9377 6.7289 -1.2836
C 1.7077 5.6094 -1.1040
P 1.3244 4.3390 -2.4741
C 2.7538 3.9894 -3.8163
C 3.8682 3.0104 -3.5865
C 3.1869 5.0893 -4.7572
C -8.6133 -0.6349 -1.9891
C -8.7726 -1.8673 -0.9826
C -7.8315 -0.7860 -3.0476
H 7.0481 1.2433 0.8614
H 7.2681 2.8484 1.6890
H 5.9051 1.8358 1.8897
H 6.7130 3.6911 -0.2401
H 5.5829 2.8142 -1.9821
H 6.2932 1.2764 -1.1913
H 4.5807 1.6432 -1.0955
H 4.6070 6.4686 1.4040
H 6.7804 7.1277 1.1098
H 7.2275 5.8812 2.2224
H 7.5216 5.5854 0.4734
H 6.3199 4.8939 3.1963
H 5.4878 6.3590 3.4403
H 4.4724 4.9708 3.6159
H 4.6223 2.9168 3.7946
H 3.1616 1.1294 4.7661
H 1.0489 0.4398 3.1091
H 0.6528 1.7426 1.1987
H 2.5228 5.8702 2.1711
H 1.2870 8.1424 1.7673
H -0.0198 8.4536 -0.2951
H 0.5089 7.0416 -2.2536
H 2.0209 3.4883 -4.4474
H 4.8351 3.5219 -3.5056
H 3.7199 2.2892 -2.7813
H 4.0634 2.3514 -4.4167
H 4.1052 5.5923 -4.5086
H 3.2942 4.7351 -5.8017
H 2.5268 5.9085 -4.7257
H -9.2556 0.2592 -2.0140
H -8.2392 -2.7546 -1.2437
H -8.3204 -1.6758 0.0189
H -9.8369 -2.0632 -0.6962
H -8.0995 -0.4917 -3.9752
H -6.5692 -1.0709 -2.8107
H -7.8905 -2.0834 -2.9522
Se -6.2805 -3.6418 0.5169
P -4.3022 -3.2765 0.8209
C -3.5132 -4.4888 1.9088
C -2.7624 -4.2956 3.0984
C -2.2843 -5.3737 3.8798
C -2.4292 -6.6789 3.4051
C -3.1634 -6.9048 2.2455
C -3.7829 -5.8353 1.5958
C -3.7962 -1.6515 1.4673
C -4.7789 -1.0385 2.2390
C -4.8170 0.3674 2.3413
C -3.7214 1.0924 1.8017
C -2.6620 0.4567 1.1108
C -2.6868 -0.9420 1.0048
C -3.5038 -3.1305 -0.7956
C -2.2483 -2.9526 -1.3358
N -2.3907 -1.9496 -2.3045
N -3.7105 -1.6185 -2.3611
N -4.4158 -2.3222 -1.4780
P -0.7854 -4.0863 -1.3630
Se 0.7179 -3.2819 -2.5829
C -0.0990 -4.6383 0.2654
C 0.3089 -5.9537 0.3208
C 1.2295 -6.3279 1.3002
C 1.6386 -5.3643 2.1874
C 1.2208 -4.0217 2.1391
C 0.3500 -3.6174 1.1538
C -1.5748 -5.4878 -2.1493
C -2.4591 -6.2793 -1.4663
C -3.3036 -7.1726 -2.0955
C -3.1979 -7.3233 -3.4753
C -2.4082 -6.4331 -4.1982
C -1.6338 -5.4601 -3.5406
H -2.4257 -3.2702 3.4543
H -1.7912 -5.2340 4.8380
H -1.9743 -7.4899 3.9170
H -3.3300 -7.9083 1.8353
H -4.4652 -6.0538 0.7820
H -5.6687 -1.6296 2.4731
H -5.6423 0.8990 2.7611
H -3.6692 2.1680 1.7423
H -1.9476 1.0189 0.5385
H -1.9843 -1.4654 0.4048
H -0.0286 -6.6079 -0.5006
H 1.6364 -7.3485 1.3882
H 2.4350 -5.6072 2.8842
H 1.6024 -3.3082 2.8670
H 0.0312 -2.5797 0.9895
H -2.6312 -6.1375 -0.4037
H -4.0572 -7.7578 -1.5998
H -3.8681 -8.0083 -3.9810
H -2.4578 -6.4307 -5.3134
H -1.1164 -4.6335 -4.0573
H -0.3183 1.5480 -3.2125
O 0.1498 4.6474 -3.2419
*
```